1.
An isolated molecule of C6H10 in a non-equilibrium geometry, computed with ωB97M-V/def2-TZVPD.

- charge = 0
- electronic energy (eV) = -6381.676
- energy relative to the best compared isomer or geometry (same formula, charge and spin) (kcal per mole) = 50.4
- SMILES string = C=CCC(=C)C

Bonds (Å) are listed after each position.
Geometry (Å):
1 C 1.180 1.537 -0.837  C2 1.331, H7 1.090, H8 1.086
2 C 0.806 0.380 -1.375  C1 1.331, C3 1.529, H9 1.090
3 C -0.557 -0.244 -1.069  C2 1.529, C4 1.536, H10 1.099, H11 1.096
4 C -0.417 -0.648 0.406  C3 1.536, C5 1.328, C6 1.497
5 C 0.826 -1.003 0.711  C4 1.328, H12 1.066, H13 1.080
6 C -1.454 -0.309 1.430  C4 1.497, H14 1.096, H15 1.095, H16 1.095
7 H 0.472 2.132 -0.259  C1 1.090
8 H 2.211 1.882 -0.833  C1 1.086
9 H 1.540 -0.243 -1.886  C2 1.090
10 H -0.832 -1.048 -1.765  C3 1.099
11 H -1.328 0.531 -1.160  C3 1.096
12 H 1.355 -1.490 -0.076  C5 1.066
13 H 1.385 -0.785 1.609  C5 1.080
14 H -2.441 -0.681 1.131  C6 1.096
15 H -1.203 -0.781 2.385  C6 1.095
16 H -1.541 0.771 1.588  C6 1.095

Mulliken population analysis, charges in e, atoms 1 to 6: number 1, C, carries -0.63; number 2, C, carries -0.26; number 3, C, carries -0.69; number 4, C, carries 0.50; number 5, C, carries -0.72; number 6, C, carries -1.23

***

2.
An isolated molecule of C3H5NOS in a non-equilibrium geometry, computed with ωB97M-V/def2-TZVPD.

- charge = 0
- electronic energy (eV) = -17562.447
- energy relative to the best compared isomer or geometry (same formula, charge and spin) (kcal per mole) = 65.0
- SMILES string = C=CC(=S)NO

Bonds (Å) are listed after each position.
Geometry (Å):
1 C 0.958 0.893 -1.251  C2 1.333, H7 1.069, H8 1.094
2 C 0.009 1.116 -0.342  C1 1.333, C3 1.462, H9 1.095
3 C -0.556 0.118 0.564  C2 1.462, S4 1.661, N5 1.297
4 S -1.724 0.405 1.710  C3 1.661
5 N -0.140 -1.082 0.302  C3 1.297, O6 1.366, H10 1.014
6 O -0.444 -2.177 1.060  N5 1.366, H11 0.970
7 H 1.259 1.717 -1.861  C1 1.069
8 H 1.220 -0.131 -1.533  C1 1.094
9 H -0.330 2.144 -0.174  C2 1.095
10 H 0.692 -1.240 -0.256  N5 1.014
11 H -0.944 -1.764 1.781  O6 0.970

Mulliken population analysis, charges in e, atoms 1 to 6: number 1, C, carries -0.85; number 2, C, carries -0.03; number 3, C, carries 0.41; number 4, S, carries -0.45; number 5, N, carries -0.01; number 6, O, carries -0.35